Record 1
{
  "formula": "C23H29BN8Os",
  "method": "ωB97M-V/def2-TZVPD",
  "species": ["Os", "C", "N", "C", "C", "C", "C", "C", "C", "C", "N", "C", "C", "C", "C", "C", "C", "N", "C", "C", "H", "H", "H", "H", "H", "H", "H", "H", "H", "H", "H", "H", "H", "H", "H", "H", "H", "H", "H", "H", "N", "C", "C", "N", "C", "C", "N", "C", "C", "N", "H", "H", "H", "H", "H", "H", "B", "C", "N", "H", "H", "H"],
  "coordinates": [[0.389, 0.059, 0.389], [0.889, -3.366, 0.802], [0.294, -2.535, -0.270], [0.968, -2.790, -1.565], [-1.108, -2.832, -0.396], [-1.583, -3.979, -0.987], [-2.956, -4.179, -1.138], [-3.860, -3.193, -0.731], [-3.403, -2.068, -0.097], [-2.011, -1.899, 0.151], [-1.476, -0.832, 0.816], [-2.292, -0.069, 1.647], [-3.309, -0.586, 2.465], [-4.138, 0.273, 3.156], [-3.971, 1.651, 3.035], [-2.920, 2.165, 2.281], [-2.056, 1.304, 1.639], [-0.858, 1.778, 0.925], [-1.232, 2.567, -0.293], [-0.065, 2.643, 1.864], [0.797, -4.431, 0.567], [0.380, -3.172, 1.746], [1.942, -3.124, 0.903], [0.788, -3.802, -1.923], [2.033, -2.678, -1.441], [0.609, -2.087, -2.315], [-0.901, -4.739, -1.348], [-3.314, -5.090, -1.603], [-4.918, -3.305, -0.935], [-4.094, -1.281, 0.164], [-3.420, -1.658, 2.574], [-4.915, -0.128, 3.795], [-4.635, 2.330, 3.557], [-2.777, 3.239, 2.236], [-1.857, 3.413, -0.013], [-1.785, 1.932, -0.981], [-0.336, 2.941, -0.777], [-0.646, 3.522, 2.137], [0.850, 2.975, 1.385], [0.172, 2.078, 2.760], [3.212, -0.844, 3.631], [2.195, -0.658, 4.540], [1.095, -0.359, 3.800], [1.441, -0.344, 2.465], [2.720, -0.647, 2.393], [3.374, -0.763, 1.108], [2.657, -0.804, 0.004], [3.546, -0.814, -1.046], [4.816, -0.822, -0.555], [4.689, -0.784, 0.810], [4.157, -1.092, 3.874], [2.337, -0.759, 5.606], [0.092, -0.145, 4.140], [3.226, -0.798, -2.077], [5.773, -0.828, -1.054], [5.460, -0.731, 1.456], [3.189, 3.590, -0.583], [2.299, 2.381, -0.376], [1.618, 1.463, -0.126], [2.924, 4.336, 0.342], [2.884, 4.135, -1.624], [4.339, 3.216, -0.641]],
  "total_charge": 2,
  "gap_ev": [8.20, 5.77],
  "e_tot_ev": -39369.1509,
  "de_lowest_kj_mol": 155.8,
  "s2": 6.05,
  "max_force_ev_per_a": 1.13,
  "e_homo_ha": [-0.517, -0.534],
  "spin_multiplicity": 5,
  "lumo_ev": [-5.87, -8.77]
}



Record 2
{
  "formula": "C23H29ClF2N5NaO2",
  "method": "ωB97M-V/def2-TZVPD",
  "species": ["Na", "Cl", "C", "C", "C", "C", "O", "C", "C", "O", "C", "H", "H", "H", "H", "C", "N", "C", "C", "C", "C", "C", "C", "C", "C", "H", "H", "H", "H", "H", "H", "H", "H", "H", "H", "H", "H", "C", "N", "C", "N", "C", "N", "C", "N", "C", "C", "H", "H", "H", "H", "H", "H", "H", "H", "H", "H", "H", "H", "F", "C", "F", "H"],
  "coordinates": [[-1.034, -0.714, 0.348], [-3.927, -0.637, 7.092], [-2.863, -0.755, 5.707], [-2.553, -2.018, 5.194], [-1.737, -2.110, 4.103], [-1.211, -0.960, 3.413], [-0.472, -1.083, 2.417], [-1.572, 0.324, 3.986], [-1.210, 1.553, 3.366], [-0.737, 1.754, 2.251], [-2.373, 0.387, 5.138], [-2.961, -2.902, 5.663], [-1.495, -3.077, 3.687], [-1.417, 2.448, 4.015], [-2.633, 1.358, 5.542], [-1.658, -2.386, -3.679], [-0.589, -3.362, -3.670], [-0.296, -3.815, -5.008], [0.601, -2.861, -2.965], [1.184, -1.591, -3.548], [2.040, -1.698, -4.639], [2.503, -0.566, -5.290], [2.093, 0.676, -4.843], [1.263, 0.759, -3.733], [0.783, -0.347, -3.013], [-2.517, -2.821, -4.192], [-1.381, -1.452, -4.186], [-1.924, -2.151, -2.654], [-1.188, -4.288, -5.427], [0.496, -4.564, -4.963], [0.004, -3.003, -5.692], [1.334, -3.682, -2.974], [0.288, -2.683, -1.929], [2.372, -2.676, -4.988], [3.172, -0.654, -6.144], [2.440, 1.578, -5.348], [0.948, 1.761, -3.433], [0.894, 2.875, -0.565], [1.522, 4.144, -0.978], [2.720, 3.817, -1.743], [3.675, 3.016, -0.980], [2.979, 1.781, -0.580], [1.805, 2.063, 0.220], [2.188, 2.813, 1.397], [2.857, 4.081, 1.050], [1.931, 4.854, 0.226], [4.017, 3.753, 0.228], [0.599, 2.315, -1.450], [0.010, 3.095, 0.035], [3.212, 4.750, -2.048], [2.431, 3.253, -2.631], [3.673, 1.168, -0.002], [2.676, 1.237, -1.476], [2.876, 2.219, 2.005], [1.292, 3.029, 1.982], [2.422, 5.793, -0.063], [1.042, 5.082, 0.820], [4.711, 3.152, 0.825], [4.517, 4.688, -0.057], [-2.899, -1.000, -0.726], [-2.896, -2.333, -0.122], [-4.067, -2.253, 0.699], [-3.276, -2.954, -0.978]],
  "total_charge": -2,
  "gap_ev": 5.09,
  "e_tot_ev": -58238.6498,
  "max_force_ev_per_a": 1.14,
  "e_homo_ha": -0.037,
  "lumo_ev": 4.09
}



Record 3
{
  "formula": "C23H29FN2O4",
  "method": "ωB97M-V/def2-TZVPD",
  "species": ["C", "C", "O", "C", "O", "C", "C", "C", "N", "C", "C", "C", "N", "C", "O", "C", "O", "C", "C", "F", "C", "C", "C", "C", "C", "C", "C", "C", "C", "C", "H", "H", "H", "H", "H", "H", "H", "H", "H", "H", "H", "H", "H", "H", "H", "H", "H", "H", "H", "H", "H", "H", "H", "H", "H", "H", "H", "H", "H"],
  "coordinates": [[-6.514, -3.095, 1.999], [-7.389, -2.056, 1.312], [-6.682, -0.830, 1.113], [-5.890, -0.748, 0.039], [-5.776, -1.619, -0.782], [-5.143, 0.572, 0.029], [-3.807, 0.361, 0.771], [-2.735, -0.085, -0.224], [-2.441, 0.930, -1.225], [-1.177, 1.630, -1.120], [-0.897, 2.329, 0.224], [0.447, 3.054, 0.165], [1.498, 2.115, -0.166], [2.461, 1.864, 0.746], [2.563, 2.521, 1.774], [3.433, 0.775, 0.486], [3.051, -0.370, -0.166], [4.121, -1.187, -0.165], [4.245, -2.461, -0.704], [3.208, -3.049, -1.334], [5.451, -3.118, -0.591], [6.530, -2.512, 0.056], [6.428, -1.251, 0.597], [5.211, -0.579, 0.486], [4.729, 0.700, 0.917], [5.513, 1.719, 1.659], [1.301, 1.487, -1.451], [-0.006, 0.694, -1.449], [-3.568, 1.803, -1.504], [-4.876, 1.029, -1.411], [-7.095, -3.992, 2.191], [-5.672, -3.351, 1.361], [-6.138, -2.706, 2.943], [-7.727, -2.429, 0.340], [-8.248, -1.792, 1.930], [-5.747, 1.300, 0.576], [-3.925, -0.388, 1.556], [-3.503, 1.295, 1.246], [-1.822, -0.350, 0.309], [-3.090, -0.985, -0.739], [-1.205, 2.404, -1.899], [-1.683, 3.052, 0.447], [-0.866, 1.593, 1.029], [0.693, 3.502, 1.129], [0.417, 3.839, -0.599], [5.547, -4.107, -1.011], [7.460, -3.055, 0.128], [7.264, -0.787, 1.096], [4.867, 2.538, 1.958], [6.322, 2.100, 1.035], [5.955, 1.271, 2.547], [2.138, 0.840, -1.699], [1.244, 2.282, -2.207], [-0.170, 0.237, -2.424], [0.069, -0.104, -0.710], [-3.615, 2.669, -0.820], [-3.444, 2.193, -2.520], [-4.812, 0.150, -2.054], [-5.697, 1.652, -1.766]],
  "gap_ev": 8.66,
  "e_tot_ev": -38210.0915,
  "de_lowest_kj_mol": 114.5,
  "max_force_ev_per_a": 1.28,
  "e_homo_ha": -0.299,
  "smiles": "CCOC(=O)C1CCN(C2CCN(C(=O)c3oc4c(F)cccc4c3C)CC2)CC1",
  "lumo_ev": 0.52
}